Formula: CH4N4O
Source: the OMol25 dataset
Level of theory: ωB97M-V/def2-TZVPD

```
! RIJCOSX wB97M-V def2-TZVPD def2/J DEFGRID3
* xyz 0 1
C -0.844 0.283 1.026
N 1.451 0.087 0.366
N 2.027 0.194 -0.672
N -0.122 -0.293 -1.273
N 0.184 -0.322 0.278
O 1.190 -0.007 -1.772
H -0.599 0.314 2.116
H -1.112 1.278 0.544
H -1.795 -0.375 1.029
H -0.380 -1.160 -1.643
*
```

The calculation puts the gap between HOMO and LUMO at 9.7 eV. For the highest occupied orbital energy, the calculation gives -8.775 eV.